(1)
# C2H2ClNO2

2 unconnected molecules or ions with the total composition C2H2ClNO2 (ωB97M-V/def2-TZVPD, the Open Molecules 2025 dataset).

Its gap between HOMO and LUMO is 9.744 eV. The total charge is 0. Its HOMO energy is -10.2 eV.

Atoms and positions in Å:
C1 0.19 0.67 0.89
C2 -1.34 -0.99 -0.42
N1 0.51 0.48 -0.49
O1 0.74 0.17 1.85
O2 -1.30 -2.10 -0.62
Cl1 1.89 -0.59 -1.06
H1 -0.44 1.63 0.96
H2 -0.27 0.73 -1.11



(2)
# C51H43BMoN5Si

A molecular structure, C51H43BMoN5Si (ωB97M-V/def2-TZVPD, the Open Molecules 2025 dataset).

Its gap between HOMO and LUMO (alpha / beta) is 5.396 / 5.754 eV. The total charge is -1. Its HOMO energy (alpha / beta) is -2.8 / -3.2 eV. The spin multiplicity is 3.

Atoms and positions in Å:
Mo1 -0.54 -0.21 -0.30
B1 -0.63 2.72 0.01
N1 -0.64 2.24 1.48
C1 -0.72 2.81 2.69
C2 -0.97 1.81 3.62
C3 -1.04 0.63 2.86
N2 -0.83 0.92 1.58
N3 -2.06 2.44 -0.51
C4 -3.16 3.20 -0.63
C5 -4.23 2.37 -0.87
C6 -3.69 1.08 -0.87
N4 -2.38 1.14 -0.66
H1 0.12 1.92 -0.58
H2 -0.30 3.87 -0.11
H3 -0.61 3.87 2.80
H4 -1.08 1.91 4.68
H5 -1.21 -0.39 3.16
H6 -3.09 4.27 -0.55
H7 -5.26 2.65 -1.03
H8 -4.17 0.12 -1.01
N5 -0.18 -2.21 -1.40
C7 1.06 -2.82 -1.80
C8 1.08 -3.54 -2.99
C9 2.23 -4.16 -3.42
C10 3.39 -4.04 -2.66
C11 3.36 -3.31 -1.48
C12 2.19 -2.70 -1.01
C13 2.27 -1.87 0.23
C14 3.29 -2.23 1.12
C15 3.67 -1.41 2.17
C16 3.04 -0.19 2.31
C17 1.96 0.12 1.49
C18 1.46 -0.73 0.47
H9 -0.59 -2.74 -0.63
H10 -0.84 -2.33 -2.16
H11 0.17 -3.60 -3.57
H12 2.24 -4.70 -4.36
H13 4.32 -4.48 -3.00
H14 4.28 -3.17 -0.94
H15 3.80 -3.18 0.99
H16 4.46 -1.72 2.84
H17 3.35 0.51 3.07
H18 1.48 1.07 1.67
C19 -1.41 4.75 -4.13
C20 -2.49 3.89 -4.10
C21 -2.32 2.56 -3.73
C22 -1.07 2.06 -3.38
C23 0.01 2.94 -3.42
C24 -0.15 4.27 -3.79
Si1 -0.80 0.26 -2.82
C25 0.77 -0.19 -3.80
C26 0.75 -0.78 -5.07
C27 1.91 -1.01 -5.79
C28 3.14 -0.66 -5.26
C29 3.20 -0.09 -3.99
C30 2.03 0.14 -3.28
C31 -2.25 -0.69 -3.63
C32 -2.59 -0.44 -4.96
C33 -3.62 -1.11 -5.60
C34 -4.35 -2.07 -4.91
C35 -4.06 -2.33 -3.58
C36 -3.03 -1.64 -2.95
H19 -1.54 5.79 -4.42
H20 -3.48 4.26 -4.36
H21 -3.19 1.91 -3.70
H22 1.01 2.58 -3.17
H23 0.71 4.93 -3.81
H24 -0.20 -1.07 -5.51
H25 1.85 -1.46 -6.78
H26 4.05 -0.86 -5.81
H27 4.15 0.16 -3.55
H28 2.11 0.57 -2.28
H29 -2.04 0.32 -5.52
H30 -3.85 -0.89 -6.63
H31 -5.16 -2.60 -5.40
H32 -4.62 -3.07 -3.02
H33 -2.84 -1.84 -1.90
C37 -1.89 -1.52 0.43
C38 -2.78 -2.38 0.50
C39 -3.80 -3.30 0.47
C40 -3.51 -4.55 -0.25
C41 -4.46 -5.23 -1.03
C42 -4.12 -6.34 -1.79
C43 -2.81 -6.80 -1.82
C44 -1.85 -6.15 -1.06
C45 -2.20 -5.06 -0.28
C46 -5.11 -2.95 1.01
C47 -5.41 -1.62 1.35
C48 -6.63 -1.26 1.89
C49 -7.61 -2.22 2.13
C50 -7.33 -3.54 1.83
C51 -6.10 -3.91 1.29
H34 -5.48 -4.86 -1.06
H35 -4.88 -6.82 -2.40
H36 -2.55 -7.66 -2.43
H37 -0.83 -6.50 -1.06
H38 -1.45 -4.58 0.34
H39 -4.65 -0.86 1.18
H40 -6.82 -0.22 2.12
H41 -8.57 -1.93 2.55
H42 -8.07 -4.31 2.03
H43 -5.91 -4.96 1.10



(3)
# C3H5NS2

A single C3H5NS2 molecule (ωB97M-V/def2-TZVPD, the Open Molecules 2025 dataset).

Its gap between HOMO and LUMO (alpha / beta) is 7.366 / 7.599 eV. The total charge is 0. Its HOMO energy (alpha / beta) is -8.6 / -7.9 eV.

Atoms and positions in Å:
C1 -0.35 1.38 -0.84
C2 -0.13 0.13 -1.48
C3 0.00 -0.98 1.54
N1 -0.05 1.95 0.20
S1 1.36 -0.67 -1.31
S2 1.63 -0.61 0.71
H1 -1.03 2.06 -1.47
H2 -0.71 -0.38 -2.33
H3 -0.62 -0.19 1.33
H4 0.16 -0.71 2.54
H5 -0.25 -1.97 1.10



(4)
# C5H13NO2

2 unconnected molecules or ions with the total composition C5H13NO2 (ωB97M-V/def2-TZVPD, the Open Molecules 2025 dataset).

Its gap between HOMO and LUMO is 10.004 eV. The total charge is 0. As for the SMILES: CCCC(=O)NC.O. Its HOMO energy is -9.3 eV.

Atoms and positions in Å:
C1 -1.97 -0.57 1.09
C2 -2.13 -0.21 -0.45
C3 -1.13 0.79 -1.07
C4 0.25 0.20 -1.17
O1 0.58 -0.44 -2.16
N1 1.22 0.49 -0.23
C5 1.00 0.87 1.17
H1 -2.58 -1.41 1.35
H2 -2.26 0.36 1.60
H3 -0.91 -0.78 1.21
H4 -1.94 -1.16 -0.99
H5 -3.18 -0.05 -0.64
H6 -1.13 1.79 -0.58
H7 -1.45 1.06 -2.09
H8 2.16 0.46 -0.61
H9 0.99 0.03 1.81
H10 0.00 1.35 1.19
H11 1.72 1.66 1.38
O2 3.78 -1.23 -0.44
H12 3.32 -1.96 -0.89
H13 3.67 -1.25 0.52



(5)
# C3H10N2O

2 unconnected molecules or ions with the total composition C3H10N2O (ωB97M-V/def2-TZVPD, the Open Molecules 2025 dataset).

Its gap between HOMO and LUMO (alpha / beta) is 2.835 / 9.271 eV. The total charge is -1. Its HOMO energy (alpha / beta) is 1.1 / -5.3 eV. The spin multiplicity is 2.

Atoms and positions in Å:
C1 0.39 1.65 -1.76
C2 0.38 0.18 -1.54
N1 0.45 -0.08 -0.07
C3 0.58 -1.39 0.36
N2 0.62 -2.00 1.53
H1 -0.53 2.14 -1.39
H2 1.23 2.01 -1.12
H3 0.65 2.01 -2.76
H4 1.20 -0.29 -2.10
H5 -0.56 -0.26 -1.70
H6 0.67 0.70 0.42
H7 0.58 -1.99 -0.57
H8 0.56 -1.27 2.29
H9 -2.29 0.39 0.77
H10 -2.20 0.65 2.26
O1 -1.86 0.98 1.42



(6)
# C2H3NO2

A single C2H3NO2 molecule (ωB97M-V/def2-TZVPD, the Open Molecules 2025 dataset).

Its gap between HOMO and LUMO is 11.017 eV. The total charge is 0. Its HOMO energy is -10.2 eV.

Atoms and positions in Å:
O1 -0.02 -0.12 -1.28
C1 0.45 -0.86 -0.35
N1 0.16 -0.37 0.81
C2 -0.58 0.99 -0.12
O2 -1.74 1.18 -0.06
H1 1.03 -1.76 -0.58
H2 0.45 -0.75 1.70
H3 0.25 1.71 -0.11



(7)
# C4H5NO2

A single C4H5NO2 molecule (ωB97M-V/def2-TZVPD, the Open Molecules 2025 dataset).

Its gap between HOMO and LUMO is 9.839 eV. The total charge is 0. As for the SMILES: O=CC(=O)N1CC1. Its HOMO energy is -10.0 eV.

Atoms and positions in Å:
O1 1.31 -0.87 2.48
C1 0.16 -0.77 2.12
C2 -0.25 -0.64 0.65
O2 -1.20 -1.30 0.28
N1 0.57 0.14 -0.19
C3 -0.06 1.30 -0.85
C4 0.19 0.06 -1.61
H1 -0.69 -0.94 2.80
H2 0.61 2.15 -0.97
H3 -1.10 1.53 -0.60
H4 -0.67 -0.57 -1.83
H5 1.05 -0.03 -2.25



(8)
# C6H15N

A molecular structure, C6H15N (ωB97M-V/def2-TZVPD, the Open Molecules 2025 dataset).

Its gap between HOMO and LUMO is 8.687 eV. The total charge is 0. Its HOMO energy is -7.6 eV.

Atoms and positions in Å:
C1 0.83 -0.41 2.16
C2 0.11 -1.91 0.48
N1 1.86 0.32 1.79
H1 1.66 0.72 0.63
H2 2.73 -0.21 1.81
H3 0.97 -1.33 2.71
H4 -0.13 0.08 2.23
H5 1.10 -2.36 0.40
H6 -0.42 -2.26 1.36
H7 -0.49 -2.19 -0.38
C3 -1.32 0.44 -0.55
C4 -1.88 1.26 -1.73
C5 0.09 -0.01 -0.80
C6 1.16 0.89 -0.67
H8 -1.35 1.06 0.35
H9 -1.98 -0.41 -0.37
H10 0.20 -0.77 -1.57
H11 -2.91 1.57 -1.54
H12 -1.28 2.15 -1.91
H13 -1.88 0.66 -2.65
H14 2.02 0.76 -1.32
H15 0.90 1.93 -0.46



Listing energy above the lowest of the compared OMol25 structures with the same formula, charge and spin for the structures above in their given order: 215.81; 6.66; 415.55; 110.90; 88.64; 175.34; 214.68; 514.22 kJ/mol.